The following is a DFT calculation (wB97M-V/def2-TZVPD) of the molecule C20H22N2O2S.

```
47
Properties=species:S:1:pos:R:3
C -3.0243 -2.0565 -1.1952
C -3.3008 -0.8592 -0.2879
C -3.0670 -1.2302 1.1930
N -1.6764 -1.4713 1.4869
C -0.8954 -0.5454 2.0616
O -1.2878 0.5152 2.5054
C 0.5806 -0.9705 2.1431
N 1.2707 -0.8005 0.8723
C 1.1142 -1.7390 -0.0870
O 0.4080 -2.7222 0.0797
C 1.8527 -1.4971 -1.3889
C 3.2878 -1.9845 -1.2946
S 4.2015 -1.2304 0.1083
C 3.3618 0.3289 0.2952
C 4.0894 1.5004 0.1500
C 3.4972 2.7240 0.4065
C 2.1778 2.7770 0.8240
C 1.4439 1.6137 0.9716
C 2.0254 0.3811 0.6965
C -2.4882 0.3720 -0.6155
C -1.2949 0.3199 -1.3223
C -0.5691 1.4737 -1.5674
C -1.0176 2.6952 -1.1002
C -2.2041 2.7580 -0.3896
C -2.9319 1.6074 -0.1552
H -2.0228 -2.4525 -1.0462
H -3.1350 -1.7728 -2.2394
H -3.7354 -2.8515 -0.9799
H -4.3610 -0.5959 -0.3826
H -3.6414 -2.1271 1.4425
H -3.3849 -0.4055 1.8351
H -1.2238 -2.2658 1.0470
H 1.0838 -0.3592 2.8932
H 0.6402 -2.0268 2.4210
H 1.8287 -0.4358 -1.6436
H 1.3472 -2.0656 -2.1731
H 3.3250 -3.0582 -1.1128
H 3.8368 -1.7540 -2.2090
H 5.1240 1.4363 -0.1494
H 4.0700 3.6313 0.2904
H 1.7133 3.7265 1.0403
H 0.4209 1.6546 1.3112
H -0.9258 -0.6226 -1.6952
H 0.3536 1.4214 -2.1292
H -0.4447 3.5911 -1.2888
H -2.5634 3.7063 -0.0183
H -3.8591 1.6660 0.3965
```

Its net charge is 0. The structure (SMILES) is C[C@@H](CNC(=O)CN1C(=O)CCSc2ccccc21)c1ccccc1. The HOMO-LUMO gap comes out at 9.41 eV. The calculation puts the energy relative to the best compared isomer or geometry (same formula, charge and spin) at 0.0 kcal/mol. The LUMO energy comes out at 0.7 eV.

***

The following is a DFT calculation (wB97M-V/def2-TZVPD) of the molecule C6H9N.

```
16
Properties=species:S:1:pos:R:3
C -3.1007 -1.1637 -0.7583
C -1.7796 -0.5330 -0.7828
C -0.6912 -0.0152 -0.8110
C 0.6335 0.6172 -0.8237
C 1.1759 0.8516 0.5719
C 1.9992 -0.1671 1.2546
N 2.6209 1.0187 0.6622
H -3.0821 -2.0906 -0.1755
H -3.4350 -1.4099 -1.7715
H -3.8459 -0.4985 -0.3102
H 0.5835 1.5730 -1.3608
H 1.3498 -0.0089 -1.3693
H 0.5475 1.4774 1.2062
H 2.2263 -1.1034 0.7486
H 1.9332 -0.2414 2.3385
H 2.8648 1.6936 1.3812
```

Its net charge is 0. The structure (SMILES) is CC#CC[C@H]1CN1. The HOMO-LUMO gap comes out at 10.43 eV. The calculation puts the energy relative to the best compared isomer or geometry (same formula, charge and spin) at 64.5 kcal/mol. The LUMO energy comes out at 1.0 eV.

***

The following is a DFT calculation (wB97M-V/def2-TZVPD) of a cluster of 6 separate species, C16H38N6O7 in total.

```
67
Properties=species:S:1:pos:R:3
C -0.3313 -0.2213 -4.8537
N -0.3166 -1.6489 -5.2433
O 0.5878 -2.0211 -5.9486
O -1.2079 -2.3584 -4.8062
H -1.3580 0.1070 -4.7475
H 0.2001 0.3073 -5.6373
H 0.1860 -0.1232 -3.9007
C -2.1865 -3.7128 -2.0236
N -3.3008 -3.4452 -1.1333
C -4.6177 -3.4512 -1.7204
C -3.0998 -3.1539 0.1687
O -2.0194 -3.1854 0.7290
H -2.2930 -4.7256 -2.4111
H -1.2534 -3.5923 -1.4826
H -2.1598 -2.9777 -2.8285
H -4.6981 -4.3149 -2.3849
H -5.3853 -3.5746 -0.9574
H -4.8283 -2.5469 -2.2959
H -4.0160 -2.8226 0.6841
C 0.9297 0.4832 5.5759
N 2.0040 0.9898 6.3825
C 2.3228 2.4052 6.3494
C 2.7103 0.1447 7.1654
O 2.5462 -1.0539 7.2294
H 0.0673 1.1537 5.5718
H 0.6056 -0.4864 5.9440
H 1.2226 0.3536 4.5259
H 1.4666 2.9582 5.9773
H 2.5150 2.7706 7.3619
H 3.2222 2.5966 5.7618
H 3.4559 0.6868 7.7787
C 4.5159 -0.4528 -0.7828
N 4.5770 -0.9774 -2.1279
C 5.8931 -1.1071 -2.6934
C 3.4700 -1.2765 -2.8347
O 3.4876 -1.6437 -3.9975
H 5.1124 0.4603 -0.7290
H 4.9172 -1.1743 -0.0633
H 3.4907 -0.2385 -0.4975
H 6.3293 -0.1155 -2.8450
H 6.5240 -1.7216 -2.0515
H 5.8034 -1.5820 -3.6683
H 2.5150 -1.1680 -2.3008
C -0.2306 -0.7119 1.8620
N -0.3663 -0.2324 0.5036
C -1.6467 0.2985 0.1082
C 0.6091 -0.3799 -0.4162
O 0.4720 -0.1603 -1.6035
H -0.0830 0.0860 2.5929
H 0.5416 -1.4752 1.9538
H -1.1340 -1.2595 2.1421
H -1.5070 0.9461 -0.7558
H -2.3665 -0.4691 -0.1832
H -2.0215 0.9193 0.9218
H 1.5447 -0.7419 0.0371
C -3.5931 3.1047 -0.6727
N -2.6821 4.2230 -0.7109
C -1.2662 3.9422 -0.8439
C -3.0899 5.4441 -0.2754
O -2.3801 6.4151 -0.1477
H -3.4020 2.4048 -1.4871
H -4.6111 3.4475 -0.8615
H -3.5381 2.6034 0.2961
H -0.9472 3.2190 -0.0859
H -1.0450 3.5203 -1.8276
H -0.6888 4.8518 -0.7250
H -4.1739 5.4609 -0.0605
```

Its net charge is 0. The structure (SMILES) is C[N+](=O)[O-].CN(C)C=O.CN(C)C=O.CN(C)C=O.CN(C)C=O.CN(C)C=O. The HOMO-LUMO gap comes out at 9.34 eV. The calculation puts the energy relative to the best compared isomer or geometry (same formula, charge and spin) at 121.3 kcal/mol. The LUMO energy comes out at 0.2 eV.

***

Number 1 is which compound? C20H22N2O2S